Version 1
One molecule with the formula C2H5BrSi, computed with ωB97M-V/def2-TZVPD.

Last column: natural (NBO) charge in e.
CARTESIAN COORDINATES (ANGSTROEM)
Br: -0.348 -0.767 2.722  -0.040
Si: -0.146 1.187 0.239  0.963
C: -0.210 -0.752 0.738  -0.413
C: 0.188 -1.899 0.159  -0.415
H: -1.375 1.724 0.426  -0.174
H: 0.831 1.737 0.972  -0.173
H: 0.370 -1.854 -0.970  0.211
H: 0.164 1.190 -1.121  -0.185
H: 0.388 -2.907 0.562  0.226

SMILES string: C=C([SiH3])Br
Frontier orbital gap, eV: 10.350
LUMO level, eV: 0.7652



Version 2
One molecule with the formula C2H5BrSi, computed with ωB97M-V/def2-TZVPD.

Last column: natural (NBO) charge in e.
CARTESIAN COORDINATES (ANGSTROEM)
Br: 4.341 -0.119 0.204  -0.255
Si: -0.950 0.112 -0.032  0.844
C: 1.961 0.062 0.517  -0.002
C: 0.980 -0.036 -0.356  -0.689
H: 1.229 -0.389 -1.400  0.276
H: -1.442 1.389 0.666  -0.117
H: 2.093 0.032 1.637  0.233
H: -1.295 -1.251 0.376  -0.131
H: -1.339 0.381 -1.398  -0.160

SMILES string: [SiH3]/C=C/Br
Frontier orbital gap, eV: 9.064
LUMO level, eV: -0.6466



version 1 (0.0349 hartree below the next structure)



Version 1
A 2-piece molecular cluster, C4H15N3O overall, computed with ωB97M-V/def2-TZVPD.

Last column: natural (NBO) charge in e.
CARTESIAN COORDINATES (ANGSTROEM)
O: -2.673 0.673 -0.126  -0.946
N: -0.561 1.623 -1.854  -0.841
N: -0.952 0.103 2.216  -0.875
N: 0.091 -0.748 -1.144  -0.687
C: 0.630 -0.265 0.248  -0.079
C: 0.064 0.477 -2.208  -0.043
C: 2.217 -0.631 0.592  -0.646
C: -0.276 -0.808 1.289  -0.249
H: -0.236 0.873 2.532  0.358
H: -1.312 -0.292 3.097  0.379
H: 0.184 -1.608 1.903  0.177
H: 2.573 -1.523 0.033  0.210
H: 0.638 -1.495 -1.501  0.353
H: 0.509 0.867 0.088  0.192
H: -1.387 1.463 -1.154  0.414
H: -0.399 -0.156 -2.933  0.181
H: -1.078 -1.396 0.647  0.195
H: 1.085 0.529 -2.595  0.167
H: 2.637 -0.776 1.572  0.220
H: -2.361 -0.200 -0.406  0.482
H: -2.276 0.814 0.695  0.490
H: 2.852 0.268 0.177  0.205
H: 0.033 2.209 -1.168  0.342

SMILES string: C[C@H](CN)NCN.O
Frontier orbital gap, eV: 9.801
LUMO level, eV: 0.8589



Version 2
C4H15N3O as an isolated structure, computed with ωB97M-V/def2-TZVPD.

Last column: natural (NBO) charge in e.
CARTESIAN COORDINATES (ANGSTROEM)
O: -2.552 1.567 0.221  -1.001
N: -2.570 -1.044 0.170  -0.881
N: -0.472 -0.076 -0.374  -0.674
N: 1.919 -1.285 0.904  -0.813
C: 1.782 0.593 1.100  -0.381
C: 0.750 0.118 -1.134  -0.207
C: -1.442 -1.255 -0.706  -0.039
C: 1.612 1.038 -0.385  -0.410
H: -0.815 -2.175 -0.596  0.181
H: 2.766 0.901 1.488  0.230
H: 0.942 1.086 1.740  0.249
H: 1.494 -0.488 1.620  0.349
H: -3.037 -0.156 0.040  0.411
H: 0.532 0.557 -2.209  0.186
H: -2.419 1.969 1.103  0.465
H: 2.932 -1.186 0.802  0.334
H: -0.113 -0.442 0.532  0.367
H: -1.665 1.152 -0.008  0.499
H: -3.250 -1.820 0.173  0.364
H: 1.296 -0.758 -1.319  0.197
H: 1.360 2.040 -0.554  0.219
H: -1.649 -1.205 -1.803  0.149
H: 2.598 0.868 -0.803  0.207

Frontier orbital gap, eV: 9.558
LUMO level, eV: 0.6533



version 1 (0.0959 hartree below the next structure)



Version 1
An isolated ion of composition C3H6N3O and charge +1, computed with ωB97M-V/def2-TZVPD.

Last column: natural (NBO) charge in e.
CARTESIAN COORDINATES (ANGSTROEM)
O: 4.942 -0.518 -0.146  -0.167
N: 0.379 -1.247 0.030  -0.443
N: 2.758 0.038 0.078  -0.153
N: 3.798 -0.342 -0.384  0.423
C: 1.327 -0.110 0.056  0.310
C: -0.932 -1.169 0.028  -0.005
C: 0.541 1.225 0.167  -0.650
H: -1.295 -0.150 -0.045  0.236
H: 1.242 1.945 0.272  0.255
H: -1.533 -2.156 -0.103  0.269
H: -0.182 1.188 0.950  0.236
H: 0.204 1.323 -0.822  0.238
H: 0.866 -2.145 -0.131  0.450

SMILES string: C=[NH+]/C(C)=N\N=O
Frontier orbital gap (spin up / spin down), eV: 7.238 / 7.528
LUMO level (spin up / spin down), eV: -5.8341 / -5.9627
Total charge: +1



Version 2
A 2-piece molecular cluster, C3H6N3O overall, computed with ωB97M-V/def2-TZVPD.

Last column: natural (NBO) charge in e.
CARTESIAN COORDINATES (ANGSTROEM)
O: -2.810 -0.403 -0.105  -0.363
N: -0.590 -0.641 -0.180  -0.352
N: -0.888 0.682 -0.017  -0.360
N: 2.126 0.829 0.117  -0.601
C: -2.213 0.800 0.032  0.344
C: -1.747 -1.260 -0.208  0.339
C: 2.296 -0.396 -0.078  0.113
H: 1.310 -0.875 -0.081  0.273
H: 3.282 -0.779 0.016  0.225
H: -2.768 1.614 0.355  0.229
H: 2.828 1.568 0.299  0.442
H: -1.887 -2.310 -0.399  0.235
H: 1.061 1.172 0.249  0.476

Frontier orbital gap, eV: 10.156
LUMO level, eV: -4.5307
Total charge: +1



version 2 (0.1819 hartree below the next structure)



Version 1
A 2-piece molecular cluster, CH6O overall, computed with ωB97M-V/def2-TZVPD.

Last column: natural (NBO) charge in e.
CARTESIAN COORDINATES (ANGSTROEM)
O: -2.912 0.490 -0.987  -0.940
C: 1.767 -0.284 0.352  -0.852
H: 2.580 0.300 0.807  0.214
H: 2.189 -1.009 -0.360  0.216
H: -2.212 0.667 -0.318  0.470
H: -3.710 0.263 -0.456  0.470
H: 1.081 0.393 -0.177  0.210
H: 1.217 -0.821 1.139  0.211

SMILES string: C.O
Frontier orbital gap, eV: 12.389
LUMO level, eV: 0.8113



Version 2
A 2-piece molecular cluster, CH6O overall, computed with ωB97M-V/def2-TZVPD.

Last column: natural (NBO) charge in e.
CARTESIAN COORDINATES (ANGSTROEM)
O: -0.894 4.077 -4.042  -0.931
C: 0.928 -4.037 3.966  -0.853
H: -1.659 3.582 -3.732  0.466
H: -0.286 4.004 -3.305  0.465
H: 1.720 -4.071 3.247  0.214
H: 0.756 -2.970 4.133  0.210
H: 1.071 -4.523 4.938  0.217
H: 0.022 -4.421 3.469  0.211

SMILES string: C.O
Frontier orbital gap, eV: 12.735
LUMO level, eV: 1.0864



version 1 (0.0019 hartree below the next structure)